# 1
DFT (ωB97M-V/def2-TZVPD) results for a cluster of 2 separate species, C21H44IN3O7S in total at a distorted geometry.

Computed properties:
DFT total energy (eV): -60225.714
ΔE to the lowest compared entry with this formula, charge and spin (kJ/mol): 0.0
Spin multiplicity: 1
Net charge: 0
SMILES: CCOCCOC[C@@]1(CCCCO)[C@@H](C[C@@H](C)I)[C@@H](N)OS(=O)(=O)[C@@]1(N)N=C(C)C.CCO

Cartesian coordinates (Å):
C 6.351819 -1.766175 1.045503
C 6.003930 -1.912228 -0.430072
O 4.622946 -1.754027 -0.697321
C 4.278676 -0.454870 -1.119038
C 2.811667 -0.397917 -1.461409
O 1.969064 -0.585929 -0.338697
C 0.802999 0.214966 -0.482283
C -0.369514 -0.080236 0.447099
C -1.551866 0.844370 -0.034665
C -1.271370 2.136261 -0.820195
C -1.175111 1.996465 -2.348738
C -1.744033 3.205849 -3.066015
O -3.158484 3.302610 -2.854075
C -0.920076 -1.531663 0.312294
C 0.016739 -2.761130 0.389277
C 0.524239 -3.264741 1.760636
C 0.088924 -4.718577 2.063564
I 2.687142 -3.243421 1.865383
C -2.205830 -1.743005 1.132810
N -2.824094 -3.049881 0.987932
O -2.013863 -1.625166 2.552058
S -1.450013 -0.255484 3.124445
O -0.816497 -0.620385 4.358744
O -2.496542 0.726621 3.216479
C -0.040871 0.340384 1.926899
N -0.105370 1.762093 2.088472
N 1.101741 -0.256016 2.414736
C 2.172935 0.004833 3.023905
C 3.390512 0.550924 2.335573
C 2.310294 -0.244868 4.501967
H 5.583157 -2.210373 1.676722
H 6.473184 -0.718287 1.322223
H 7.287536 -2.287856 1.248804
H 6.286698 -2.902509 -0.790481
H 6.600597 -1.199943 -1.012441
H 4.494050 0.263569 -0.317783
H 4.861316 -0.178343 -2.006757
H 2.610533 -1.185319 -2.200941
H 2.613377 0.559883 -1.957533
H 1.127406 1.255016 -0.362124
H 0.430744 0.059817 -1.502254
H -2.225092 0.260012 -0.666906
H -2.146152 1.128537 0.829769
H -2.141422 2.771042 -0.633175
H -0.426245 2.710530 -0.441802
H -0.120322 1.920911 -2.629511
H -1.692771 1.095131 -2.682159
H -1.260524 4.115527 -2.699556
H -1.590064 3.136988 -4.142817
H -3.338467 4.056447 -2.283039
H -1.303523 -1.560682 -0.715658
H 0.842802 -2.679145 -0.310536
H -0.579302 -3.583550 -0.009368
H 0.216758 -2.648029 2.596563
H -0.452422 -5.161846 1.227809
H 0.917670 -5.366227 2.328589
H -0.586089 -4.719117 2.923624
H -2.971904 -1.025716 0.836999
H -2.702919 -3.385954 0.039633
H -2.352349 -3.709257 1.598071
H -0.144018 2.072630 3.047667
H 0.573126 2.256552 1.529981
H 4.092666 -0.259439 2.129477
H 3.124393 1.082178 1.425572
H 3.893422 1.245241 3.014875
H 1.741618 0.523305 5.031185
H 3.348701 -0.195659 4.828473
H 1.889771 -1.212950 4.763873
C -7.351654 3.906868 -4.174757
C -6.505276 2.835509 -4.837386
O -5.326802 3.368772 -5.425905
H -7.630587 4.671833 -4.900223
H -8.260509 3.481991 -3.746154
H -6.792598 4.397599 -3.374308
H -7.057816 2.356879 -5.645361
H -6.233653 2.066021 -4.106019
H -4.807139 3.771760 -4.720223

Forces on the atoms, in the same order (eV/Å):
C 0.04 0.03 -0.09
C 0.22 -0.15 0.03
O 0.04 0.06 -0.27
C -0.08 0.00 0.53
C 0.12 -0.42 -0.38
O -0.04 0.22 0.14
C 0.34 -0.55 -0.05
C -0.95 0.45 0.40
C 0.03 0.07 -0.12
C -0.48 0.18 -0.13
C 0.47 0.17 0.31
C -0.28 0.02 0.10
O -0.14 0.23 -0.01
C 0.44 -0.24 0.11
C -0.03 -0.15 0.21
C 0.08 -0.53 -0.04
C -0.31 0.21 0.29
I 0.00 -0.01 -0.03
C -0.64 -0.19 -0.21
N 0.14 0.00 0.10
O 0.44 -0.16 -0.23
S -0.06 0.92 0.89
O 0.07 -0.21 -0.10
O -0.25 -0.22 -0.47
C 0.43 -1.07 -0.71
N -0.35 0.09 -0.19
N -0.06 0.99 0.43
C 0.02 -0.41 -0.04
C -0.06 0.66 0.37
C 0.37 -0.38 -0.05
H -0.04 -0.04 -0.05
H -0.04 0.00 0.09
H 0.07 0.10 0.05
H -0.14 -0.09 0.09
H -0.09 0.03 -0.08
H 0.04 0.11 -0.09
H -0.04 0.05 -0.04
H -0.08 0.02 -0.01
H 0.01 0.08 0.14
H -0.24 0.12 -0.17
H -0.09 0.24 -0.02
H 0.08 -0.04 -0.08
H 0.07 -0.07 0.11
H -0.02 -0.02 0.10
H 0.06 -0.08 0.04
H -0.06 -0.18 -0.21
H -0.01 0.00 -0.08
H 0.10 0.01 -0.09
H 0.10 -0.02 -0.01
H 0.02 -0.16 -0.04
H 0.13 -0.02 -0.07
H 0.04 0.35 0.03
H 0.01 0.01 -0.07
H 0.15 0.27 -0.12
H 0.13 -0.06 -0.07
H 0.01 -0.06 -0.08
H -0.05 -0.01 -0.01
H 0.16 0.22 0.02
H -0.13 0.02 -0.02
H -0.01 -0.02 -0.02
H 0.21 0.02 0.01
H 0.18 -0.02 0.19
H -0.10 -0.07 -0.13
H 0.03 -0.20 -0.16
H 0.09 -0.02 -0.02
H -0.08 -0.02 -0.03
H 0.02 -0.03 0.02
H -0.12 0.04 0.04
C 0.02 0.07 -0.08
C 0.13 0.04 0.14
O -0.07 0.12 -0.02
H -0.03 -0.02 -0.01
H 0.01 -0.01 0.02
H -0.02 -0.04 0.04
H 0.02 -0.02 -0.01
H -0.08 -0.05 -0.03
H 0.12 -0.16 -0.01

# 2
DFT (ωB97M-V/def2-TZVPD) results for a cluster of 2 separate species, C4H10N2 in total.

Computed properties:
DFT total energy (eV): -7289.283
ΔE to the lowest compared entry with this formula, charge and spin (kJ/mol): 128.9
Spin multiplicity: 1
Net charge: 0
SMILES: [H]/N=C/N.C=CC

Cartesian coordinates (Å):
H 3.430310 3.308606 0.333027
N 2.928983 2.432101 0.410215
C 3.687668 1.509173 0.842900
N 3.243848 0.219110 1.001702
H 4.743178 1.637620 1.063313
H 2.272179 0.123830 1.265850
H 3.880997 -0.332019 1.563373
C -4.494821 -1.798669 -1.045936
C -3.552618 -0.911892 -0.768838
C -2.087788 -1.272155 -0.642072
H -5.537558 -1.565005 -1.202108
H -4.228235 -2.844671 -1.215218
H -3.809724 0.113646 -0.555052
H -1.501991 -0.366754 -0.467579
H -1.849965 -1.888536 0.218064
H -1.795421 -1.764339 -1.565477

Forces on the atoms, in the same order (eV/Å):
H 0.07 0.03 -0.02
N 0.03 -0.17 0.27
C -0.49 0.44 -0.52
N 0.44 -0.22 0.60
H 0.26 0.01 0.00
H 0.06 0.00 -0.23
H -0.37 -0.10 -0.10
C 0.13 -0.45 -0.41
C 0.14 -0.37 0.61
C -0.27 0.69 0.01
H -0.05 0.23 0.21
H -0.02 0.21 0.02
H -0.16 0.23 -0.15
H 0.08 -0.05 -0.43
H -0.26 -0.43 0.05
H 0.43 -0.06 0.09

| no. | highest occupied orbital energy (eV) | frontier orbital gap (eV) |
| --- | --- | --- |
| 1 | -8.017 | 8.336 |
| 2 | -9.513 | 10.452 |